Formula: C2H6N2O
Source: the Open Molecules 2025 dataset
Level of theory: ωB97M-V/def2-TZVPD

The HOMO energy comes out at -9.40 eV. The energy above the lowest of the compared OMol25 structures with the same formula, charge and spin is 91.1 kcal per mole. Its spin multiplicity is 1. The calculation puts the lowest unoccupied orbital energy at 0.95 eV. The SMILES is [H]/N=C/NOC.

Element x y z (Å)
H 0.160 0.180 -2.701
N 0.301 0.042 -1.675
C -0.359 -0.834 -1.055
N -0.334 -0.878 0.269
O 0.762 -0.246 0.866
C 0.375 1.038 1.242
H -1.042 -1.620 -1.514
H -0.503 -1.806 0.725
H -0.886 1.059 1.406
H 0.531 1.711 0.303
H 0.995 1.355 2.134

Per-atom Mulliken charges, elementary charge units: number 1, H, carries 0.22; number 2, N, carries -0.57; number 3, C, carries 0.08; number 4, N, carries -0.22; number 5, O, carries -0.25; number 6, C, carries -0.43; number 7, H, carries 0.29; number 8, H, carries 0.25; number 9, H, carries 0.22; number 10, H, carries 0.20; number 11, H, carries 0.23